A 2-piece molecular cluster, CH2Cl2OSi overall in a non-equilibrium geometry, computed with ωB97M-V with the def2-TZVPD basis set.

Element x y z (Å)
C: 0.93 -0.47 -1.55
Cl: -0.56 -1.00 2.55
Si: -0.82 0.15 0.91
H: -2.25 0.74 1.03
Cl: 0.34 1.76 1.07
O: 0.44 -0.43 -2.61
H: 1.93 -0.73 -1.40

Values from the calculation:
LUMO level (alpha / beta), eV: -1.20 / -0.54
Maximum force, eV Å⁻¹: 2.91
ΔE to the lowest compared entry with this formula, charge and spin, kcal/mol: 52.4
Total charge: 0
Kohn-Sham gap (alpha / beta), eV: 7.623 / 7.750